Record 1
Molecular formula: C50H40BF2IrN2O4S2
Method: DFT, ωB97M-V/def2-TZVPD

Calculated values
**Multiplicity**: 2
**Largest force on an atom**: 0.0962 hartree/bohr
**LUMO (alpha / beta)**: -3.936 / -3.490 eV
**Net charge**: +1

Each line ends with the Mulliken charge.
Positions of all 102 atoms, in Å:
1 Ir 1.241 0.846 1.255  2.737
2 O 0.068 2.575 2.880  -0.165
3 C 0.516 3.618 3.697  0.333
4 C -0.408 4.425 4.336  -0.643
5 C 0.014 5.480 5.130  -0.697
6 C 1.374 5.717 5.290  -0.850
7 C 2.290 4.917 4.651  -1.060
8 C 1.899 3.842 3.819  0.823
9 C 2.937 3.115 3.168  -0.125
10 N 2.905 2.205 2.238  -0.069
11 C 4.222 1.775 1.795  -1.087
12 C 4.132 1.140 0.406  -0.870
13 N 3.189 0.066 0.537  0.467
14 C 3.549 -1.147 0.302  -0.763
15 C 2.919 -2.338 0.759  0.623
16 C 3.327 -3.517 0.103  -0.606
17 C 2.995 -4.843 0.362  -0.537
18 C 2.205 -5.318 1.409  -0.509
19 C 1.578 -4.578 2.388  -0.548
20 C 2.041 -2.213 1.903  0.771
21 O 1.705 -1.113 2.412  -0.970
22 H -1.463 4.235 4.199  0.485
23 H -0.708 6.114 5.616  0.465
24 H 1.710 6.535 5.910  0.419
25 H 3.347 5.106 4.768  0.415
26 H 3.927 3.441 3.495  0.379
27 H 4.615 1.029 2.495  0.308
28 H 4.920 2.618 1.758  0.651
29 H 5.115 0.774 0.084  0.577
30 H 3.761 1.888 -0.299  0.155
31 H 4.469 -1.306 -0.270  0.314
32 H 3.998 -3.357 -0.731  0.223
33 H 3.423 -5.578 -0.304  0.411
34 H 2.076 -6.386 1.482  0.358
35 H 1.006 -5.088 3.150  0.514
36 C -2.353 4.800 -5.508  -1.444
37 C -2.002 3.969 -4.317  1.033
38 C -1.278 4.492 -3.252  -1.160
39 C -0.980 3.716 -2.143  -0.058
40 C -1.402 2.399 -2.103  -0.023
41 C -2.125 1.859 -3.151  -0.465
42 C -2.417 2.641 -4.251  -1.018
43 S -1.150 1.394 -0.601  1.129
44 O -2.283 0.469 -0.595  -0.633
45 C 0.285 0.484 -1.286  0.271
46 C 1.397 1.309 -1.572  -0.061
47 C 2.441 0.826 -2.312  -1.202
48 C 2.476 -0.530 -2.707  0.668
49 C 3.568 -1.059 -3.421  -0.789
50 C 3.592 -2.377 -3.790  -0.804
51 C 2.535 -3.223 -3.437  -1.030
52 C 1.456 -2.736 -2.747  -0.377
53 C 1.379 -1.374 -2.391  0.928
54 C 0.233 -0.824 -1.736  -0.957
55 C -0.971 -1.669 -1.635  -0.505
56 C -1.630 -2.092 -2.826  1.038
57 C -1.271 -1.605 -4.103  -0.585
58 C -1.920 -2.037 -5.227  -1.056
59 C -2.969 -2.961 -5.138  -0.834
60 C -3.366 -3.423 -3.911  -0.927
61 C -2.718 -3.002 -2.734  0.541
62 C -3.112 -3.483 -1.464  -1.414
63 C -2.498 -3.042 -0.331  -0.881
64 C -1.451 -2.108 -0.410  0.538
65 S -0.650 -1.590 1.067  1.064
66 O 1.525 -3.260 2.596  -0.374
67 C -1.950 -1.547 2.268  -0.176
68 C -3.245 -1.169 1.932  -0.097
69 C -4.194 -1.055 2.926  -1.091
70 C -3.876 -1.297 4.261  0.985
71 C -4.892 -1.090 5.336  -1.604
72 C -2.572 -1.668 4.576  -0.860
73 C -1.609 -1.787 3.594  -0.761
74 H -2.044 5.832 -5.379  0.357
75 H -3.428 4.780 -5.678  0.355
76 H -1.876 4.405 -6.403  0.326
77 H -0.961 5.524 -3.281  0.331
78 H -0.440 4.146 -1.311  0.474
79 H -2.475 0.839 -3.079  0.545
80 H -2.989 2.222 -5.064  0.437
81 H 1.346 2.358 -1.305  0.205
82 H 3.256 1.468 -2.606  0.490
83 H 4.387 -0.403 -3.673  0.499
84 H 4.425 -2.769 -4.353  0.406
85 H 2.579 -4.266 -3.710  0.468
86 H 0.650 -3.401 -2.476  0.682
87 H -0.471 -0.884 -4.186  0.682
88 H -1.624 -1.661 -6.194  0.469
89 H -3.463 -3.296 -6.037  0.416
90 H -4.190 -4.116 -3.831  0.483
91 H -3.911 -4.207 -1.399  0.441
92 H -2.793 -3.410 0.639  0.780
93 H -3.489 -0.914 0.914  0.536
94 H -5.196 -0.750 2.667  0.417
95 H -5.895 -1.316 4.982  0.402
96 H -4.878 -0.044 5.646  0.245
97 H -4.676 -1.700 6.209  0.410
98 H -2.307 -1.855 5.606  0.402
99 H -0.594 -2.054 3.845  0.539
100 F -1.476 1.611 4.391  -0.220
101 B -0.936 1.776 3.205  0.010
102 F -1.427 1.058 2.209  0.476

---

Record 2
Molecular formula: C15H28N8O4S5V
Method: DFT, ωB97M-V/def2-TZVPD

Calculated values
**Multiplicity**: 2
**Largest force on an atom**: 0.0151 hartree/bohr
**LUMO (alpha / beta)**: -6.168 / -5.459 eV
**Net charge**: +2

Each line ends with the Mulliken charge.
Positions of all 61 atoms, in Å:
1 V -0.680 1.101 0.154  0.436
2 N -0.559 -0.772 1.272  -0.241
3 C -0.438 -1.814 0.222  0.691
4 C -0.223 -3.227 0.730  -0.827
5 C -1.380 -3.785 1.566  -0.375
6 C -2.598 -4.280 0.782  -1.339
7 N -3.309 -3.277 -0.026  -0.115
8 C -4.158 -2.363 0.444  0.806
9 N -4.762 -1.522 -0.389  -0.307
10 N -4.383 -2.271 1.756  -0.276
11 C 0.642 -1.265 -0.709  0.246
12 O 1.571 -1.924 -1.140  -0.821
13 O 0.436 -0.012 -0.985  -0.187
14 H 0.270 -0.768 1.863  0.274
15 H -1.366 -0.938 1.865  0.288
16 H -1.361 -1.752 -0.361  -0.153
17 H 0.701 -3.257 1.313  0.362
18 H -0.043 -3.872 -0.133  0.365
19 H -1.681 -3.072 2.340  0.283
20 H -1.017 -4.657 2.112  0.369
21 H -3.311 -4.762 1.455  0.449
22 H -2.288 -5.054 0.081  0.484
23 H -3.250 -3.364 -1.028  0.255
24 H -4.557 -1.524 -1.375  0.183
25 H -5.350 -0.776 -0.049  0.125
26 H -4.105 -3.015 2.373  0.209
27 H -5.068 -1.621 2.107  0.216
28 S -7.362 3.232 -1.565  -0.123
29 C -5.885 2.706 -1.192  0.124
30 S -4.566 2.595 -2.342  -0.022
31 C -3.380 1.963 -1.230  0.261
32 C -3.760 1.835 0.056  0.009
33 S -2.716 1.069 1.205  -0.349
34 S -5.396 2.288 0.449  -0.019
35 S -1.851 1.338 -1.759  -0.234
36 N 1.885 1.162 1.226  -0.400
37 C 2.212 2.408 0.508  0.494
38 C 3.549 3.055 0.854  -0.803
39 C 4.779 2.187 0.578  -0.381
40 C 5.323 2.197 -0.853  -1.236
41 N 4.353 1.917 -1.922  -0.078
42 C 3.674 0.783 -2.073  0.497
43 N 2.724 0.686 -3.000  -0.301
44 N 3.909 -0.263 -1.281  -0.174
45 C 1.041 3.340 0.785  0.225
46 O 1.087 4.429 1.247  -0.509
47 O -0.143 2.732 0.461  -0.254
48 H 2.076 1.292 2.217  0.317
49 H 2.485 0.413 0.897  0.237
50 H 2.150 2.169 -0.556  -0.038
51 H 3.529 3.318 1.914  0.391
52 H 3.620 4.010 0.327  0.355
53 H 4.597 1.165 0.921  0.251
54 H 5.604 2.542 1.197  0.430
55 H 6.168 1.508 -0.941  0.353
56 H 5.719 3.184 -1.083  0.479
57 H 4.189 2.643 -2.601  0.238
58 H 2.411 1.494 -3.511  0.206
59 H 2.145 -0.139 -3.032  0.193
60 H 4.777 -0.328 -0.777  0.235
61 H 3.319 -1.088 -1.363  0.225

---

Record 3
Molecular formula: CH6N3S2
Method: DFT, ωB97M-V/def2-TZVPD

Calculated values
**Largest force on an atom**: 0.1276 hartree/bohr
**LUMO**: -3.904 eV
**Net charge**: +1

Each line ends with the Mulliken charge.
Positions of all 12 atoms, in Å:
1 N 1.073 1.164 -0.034  -0.243
2 C 0.128 0.350 -0.360  0.757
3 N -0.453 -0.512 0.931  -0.392
4 S -0.006 0.034 2.508  -0.152
5 N -0.217 -0.078 -1.522  -0.270
6 S -1.791 -0.919 -1.882  -0.068
7 H 1.302 1.031 0.982  0.079
8 H 1.587 1.942 -0.381  0.252
9 H -1.377 -0.685 0.840  0.307
10 H 1.186 -0.628 2.414  0.218
11 H 0.190 0.320 -2.367  0.303
12 H -1.622 -2.018 -1.129  0.209

---

Record 4
Molecular formula: C2H8N2O
Method: DFT, ωB97M-V/def2-TZVPD

Calculated values
**Largest force on an atom**: 0.0689 hartree/bohr
**LUMO**: 1.013 eV
**Net charge**: 0

Each line ends with the Mulliken charge.
Positions of all 13 atoms, in Å:
1 N -1.154 -1.162 1.204  -0.525
2 C -0.106 -0.674 0.537  -0.025
3 C 0.181 -1.035 -0.722  -0.286
4 N 1.257 -0.518 -1.486  -0.620
5 H -1.367 -0.754 2.074  0.236
6 H -1.979 -1.249 0.615  0.208
7 H 0.373 0.175 1.032  0.338
8 H -0.540 -1.680 -1.380  0.181
9 H 1.908 -1.283 -1.639  0.254
10 H 1.216 -0.331 -2.550  0.264
11 O -0.096 2.778 0.586  -0.647
12 H -0.737 2.336 0.123  0.301
13 H 0.714 2.578 0.117  0.323

---

Record 5
Molecular formula: C2H8S3
Method: DFT, ωB97M-V/def2-TZVPD

Calculated values
**Largest force on an atom**: 0.0440 hartree/bohr
**LUMO**: 0.133 eV
**Net charge**: 0

Each line ends with the Mulliken charge.
Positions of all 13 atoms, in Å:
1 C 0.011 -0.241 -1.530  -0.850
2 C -0.373 -1.276 -0.548  -0.534
3 S 0.816 -1.453 0.989  -0.256
4 H -0.810 0.113 -2.092  0.320
5 H 0.443 0.574 -1.015  0.194
6 H 0.687 -0.731 -2.269  0.274
7 H -0.384 -2.212 -1.018  0.390
8 H -1.301 -1.022 -0.132  0.350
9 H 0.422 -2.761 1.203  0.135
10 S 0.654 3.328 1.969  -0.168
11 S -0.982 1.930 1.858  -0.177
12 H 1.175 3.022 0.709  0.163
13 H -0.357 0.730 1.877  0.160

---

Record 6
Molecular formula: C7H17N
Method: DFT, ωB97M-V/def2-TZVPD

Calculated values
**Multiplicity**: 2
**Largest force on an atom**: 0.1003 hartree/bohr
**LUMO (alpha / beta)**: -5.578 / -7.624 eV
**Net charge**: +1

Each line ends with the Mulliken charge.
Positions of all 25 atoms, in Å:
1 C -1.155 -0.217 -1.105  -0.666
2 N -0.444 0.880 -0.511  -0.210
3 C 0.882 1.123 -1.055  -0.526
4 C 1.906 0.458 -0.125  -0.317
5 C 1.587 -1.034 -0.239  -1.194
6 C 1.791 1.142 1.266  -1.163
7 C -1.983 -1.077 -0.124  -0.425
8 C -2.640 -0.230 0.966  -1.083
9 H -1.778 0.230 -1.897  0.617
10 H -0.593 -0.912 -1.761  0.292
11 H 0.911 0.881 -2.124  0.426
12 H 0.115 -0.179 0.753  0.300
13 H 1.093 2.203 -1.057  0.360
14 H 2.952 0.580 -0.412  0.558
15 H 1.493 -1.348 -1.283  0.377
16 H 2.387 -1.559 0.283  0.348
17 H 0.534 -1.216 0.127  0.333
18 H 0.756 1.371 1.500  0.489
19 H 2.492 1.969 1.310  0.400
20 H 2.156 0.384 1.977  0.309
21 H -2.770 -1.556 -0.707  0.420
22 H -1.276 -1.788 0.330  0.352
23 H -3.509 0.338 0.638  0.355
24 H -2.985 -0.862 1.793  0.367
25 H -1.922 0.421 1.457  0.279

---

Look up the net charge of the second one. +2

---

Look up the largest force on an atom of the third one. 0.1276 hartree/bohr